1.
The following is a quantum chemistry calculation of 10 unconnected molecules or ions with the total composition C26H54N2O28, from the Open Molecules 2025 dataset.

Its total charge is 0. As for the structure (SMILES): C[N+](=O)[O-].C[N+](=O)[O-].COC(=O)OC.COC(=O)OC.COC(=O)OC.COC(=O)OC.COC(=O)OC.COC(=O)OC.COC(=O)OC.COC(=O)OC. The calculation puts the orbital gap at 10.819 eV. The max |F| comes out at 4.95 eV Å⁻¹. As for the HOMO energy: -10.507 eV. As for the energy above the lowest of the compared OMol25 structures with the same formula, charge and spin: 87.8 kcal per mole.

```
110
Properties=species:S:1:pos:R:3:forces:R:3:lowdin_charge:R:1
O -24.058 -8.749 12.270 -1.52 -2.02 -1.48 -0.044
O -20.236 -3.488 8.084 -0.20 -1.02 -0.40 -0.023
O -20.479 -4.865 6.476 -0.36 -0.20 -0.66 -0.003
O -23.809 -10.766 13.365 -1.35 1.35 -1.62 0.107
O -25.739 -8.411 4.801 -1.42 -0.64 0.95 0.036
O -21.752 -9.103 6.017 2.24 0.13 -1.12 0.002
O -17.759 -4.276 11.889 -2.25 0.30 2.19 0.093
O -21.562 -9.340 8.088 -0.27 0.44 0.02 -0.044
O -25.530 -10.381 11.902 0.05 0.84 -0.60 -0.019
O -19.525 -5.443 12.893 1.47 2.77 -0.65 -0.036
O -18.134 -8.850 -0.768 1.69 0.56 -0.02 0.008
O -26.026 -7.763 9.752 -1.23 -0.73 0.46 -0.010
O -18.847 -3.510 13.811 -0.55 -0.51 -1.36 -0.025
O -16.925 -14.129 10.968 -3.47 1.87 0.28 0.088
O -20.230 -9.115 -1.622 1.30 0.39 1.39 0.114
O -21.403 -11.257 2.497 1.14 -1.97 1.21 0.101
O -23.624 -9.660 7.063 0.50 -0.55 0.48 0.124
O -25.155 -5.832 10.661 0.18 -3.37 -3.62 0.063
O -18.908 -13.537 10.000 0.79 0.97 0.85 0.002
O -20.907 -13.005 4.015 1.58 0.84 -1.76 -0.019
O -19.063 -5.493 8.119 -1.00 0.69 -0.02 0.121
O -17.025 -11.266 8.051 -1.66 0.83 -0.63 0.062
O -24.291 -7.051 8.802 0.87 1.23 0.82 -0.021
O -27.303 -7.074 5.448 0.25 -2.12 0.45 0.033
O -18.426 -12.790 12.061 -0.02 0.29 0.32 -0.010
O -19.127 -10.936 7.523 -0.91 1.11 0.44 0.064
O -19.813 -8.513 0.578 0.41 0.38 -1.66 -0.044
O -19.536 -12.544 2.441 0.81 -0.42 -0.43 0.018
N -26.672 -8.143 5.563 1.42 2.39 -0.15 -0.385
N -18.014 -11.294 7.300 2.84 -2.59 0.37 -0.423
C -17.529 -9.023 -2.063 -1.14 -0.74 -1.48 -0.029
C -19.448 -8.849 -0.719 -2.55 0.06 0.34 -0.582
C -22.433 -9.447 7.043 -1.03 0.92 2.69 -0.622
C -21.984 -9.289 9.488 -0.44 -1.31 -1.71 0.000
C -17.812 -12.081 6.041 0.43 0.84 -0.73 0.053
C -19.524 -6.341 11.775 0.35 -0.84 0.22 -0.065
C -18.622 -4.357 12.765 0.66 -0.70 -0.64 -0.486
C -27.038 -7.849 10.775 -0.62 0.35 0.30 -0.020
C -18.315 -2.155 13.823 0.55 -0.63 0.21 -0.021
C -22.023 -12.786 4.795 -2.11 0.50 0.51 -0.084
C -19.861 -4.726 7.620 1.15 0.97 1.03 -0.595
C -22.331 -9.168 4.749 -0.51 0.52 -1.04 -0.035
C -21.200 -8.693 0.971 0.25 -0.39 -0.65 -0.036
C -23.112 -6.220 8.577 -0.09 1.23 0.32 -0.015
C -26.844 -8.945 6.844 0.12 -0.09 -0.03 0.051
C -19.924 -12.525 9.955 -1.52 0.12 -0.42 -0.079
C -18.004 -13.500 11.028 2.77 -2.14 -1.09 -0.540
C -25.176 -6.770 9.799 1.35 2.81 2.76 -0.533
C -26.057 -11.690 12.100 0.14 -0.83 1.05 -0.035
C -22.845 -8.195 12.746 -0.06 0.04 1.33 -0.051
C -24.431 -10.047 12.581 2.29 -0.06 1.40 -0.522
C -20.683 -12.157 2.923 -1.79 0.38 0.74 -0.518
C -17.745 -12.945 13.309 0.27 -0.23 1.06 -0.034
C -19.823 -3.053 9.372 0.50 -0.03 0.17 -0.045
C -19.006 -11.943 1.260 0.68 0.40 -0.39 -0.007
C -20.349 -6.109 5.758 -0.55 0.48 0.00 -0.005
H -16.799 -12.475 5.968 -0.26 -0.22 0.61 0.097
H -27.172 -9.960 6.623 -0.30 0.26 -0.26 0.098
H -20.586 -12.499 10.820 0.41 -0.21 0.33 0.091
H -18.353 -12.462 14.074 -0.30 -0.04 -0.32 0.093
H -22.903 -8.254 4.581 -0.49 -0.20 0.07 0.099
H -21.518 -9.121 4.024 0.01 -0.50 0.18 0.077
H -18.905 -1.578 14.535 -0.08 -0.41 0.08 0.090
H -20.505 -6.403 11.304 -0.23 0.18 0.38 0.069
H -22.942 -10.063 4.651 0.02 0.23 -0.24 0.093
H -17.614 -13.989 13.592 -0.26 -0.11 -0.35 0.098
H -18.347 -1.609 12.881 -0.02 -0.58 -0.26 0.092
H -20.275 -6.944 6.455 0.11 0.01 -0.22 0.089
H -19.659 -11.502 9.687 1.07 -0.17 0.48 0.070
H -21.886 -12.067 5.603 0.33 0.38 -0.25 0.087
H -17.845 -11.331 5.250 -0.55 -0.15 -0.18 0.097
H -25.885 -9.062 7.349 0.27 0.33 -0.52 0.064
H -17.921 -9.964 -2.450 0.12 -0.02 -0.17 0.093
H -17.291 -2.246 14.185 0.03 0.33 -0.15 0.094
H -27.491 -8.394 7.525 -0.23 -0.12 -0.50 0.086
H -18.606 -12.822 5.966 0.14 0.18 -0.07 0.099
H -22.839 -12.480 4.140 -0.19 0.26 0.25 0.098
H -17.818 -8.263 -2.789 -0.49 0.25 0.38 0.097
H -22.687 -7.234 12.258 -0.51 0.00 0.07 0.088
H -23.023 -8.962 9.533 0.11 0.08 0.26 0.082
H -27.345 -8.880 10.951 0.74 -0.11 -0.29 0.082
H -20.034 -3.800 10.137 0.14 -0.07 -0.06 0.079
H -19.205 -10.874 1.202 -0.21 -0.11 0.15 0.080
H -18.763 -2.798 9.357 0.07 -0.27 0.15 0.100
H -21.221 -8.385 2.015 0.15 -0.86 0.05 0.076
H -27.962 -7.363 10.462 0.24 0.43 -0.26 0.096
H -19.259 -7.289 12.243 -0.14 -0.28 -0.46 0.096
H -16.755 -12.504 13.427 0.02 0.24 -0.94 0.096
H -16.447 -9.054 -2.181 0.04 0.03 1.53 0.094
H -23.052 -8.089 13.810 0.80 0.44 0.13 0.104
H -22.368 -13.680 5.315 0.51 -0.43 -0.40 0.099
H -21.898 -10.342 9.758 -0.18 0.19 0.83 0.089
H -17.926 -12.084 1.302 -0.05 0.04 0.32 0.099
H -19.536 -6.059 5.034 0.24 -0.04 0.34 0.101
H -21.999 -8.095 0.530 0.69 0.51 -0.85 0.095
H -23.285 -5.625 7.681 0.22 -0.58 -0.33 0.104
H -19.299 -12.441 0.336 -0.61 -0.10 0.25 0.106
H -21.399 -9.724 0.679 -0.51 0.03 0.96 0.080
H -21.280 -6.116 5.192 0.04 -0.45 0.03 0.094
H -22.150 -6.732 8.621 -0.52 -1.09 -0.83 0.077
H -21.280 -8.668 10.041 -0.08 0.00 -0.25 0.090
H -21.922 -8.757 12.604 -0.37 -0.63 -0.14 0.092
H -26.954 -11.931 11.530 0.13 0.99 -0.46 0.094
H -26.356 -11.769 13.145 0.25 -0.27 0.07 0.101
H -26.708 -7.398 11.711 0.18 -0.05 -0.19 0.098
H -20.587 -12.760 9.121 0.19 -0.62 -0.09 0.090
H -22.828 -5.449 9.295 -1.31 0.05 0.83 0.091
H -20.367 -2.140 9.612 -0.20 -0.15 -0.27 0.095
H -25.328 -12.458 11.844 0.18 0.15 0.22 0.100
H -18.823 -6.127 10.970 0.21 0.38 0.38 0.084
```
Forces are in eV/Å.

=====

2.
The following is a quantum chemistry calculation of a molecular structure, C20H23BeN4PSSi, from the Open Molecules 2025 dataset.

Its total charge is 0. The calculation puts the orbital gap at 8.134 eV. The max |F| comes out at 0.65 eV Å⁻¹. As for the HOMO energy: -8.172 eV.

```
51
Properties=species:S:1:pos:R:3:forces:R:3:nbo_charge:R:1
S -1.193 1.710 0.272 -0.28 -0.23 0.35 -0.396
P 1.250 -0.149 1.528 0.19 0.08 0.34 0.769
Si -1.083 4.636 -1.557 0.02 0.27 -0.02 1.622
N -0.973 -1.518 -0.341 -0.39 -0.37 -0.09 -0.789
N -4.752 -3.666 0.467 0.04 0.02 0.00 -0.342
N 0.453 0.757 -1.417 -0.22 0.24 -0.06 -0.726
N -1.652 -5.509 -2.112 0.02 0.03 0.01 -0.346
C 3.658 3.725 0.964 -0.01 0.00 0.02 -0.202
C 1.913 2.525 2.104 0.02 -0.08 0.02 -0.198
C -0.632 5.873 -2.907 -0.01 -0.16 0.14 -1.115
C -2.938 4.322 -1.617 0.27 -0.03 0.03 -1.109
C -2.008 -4.624 -1.467 0.14 -0.01 -0.09 0.298
C -2.450 -3.536 -0.671 -0.37 -0.47 -0.06 -0.573
C -3.721 -3.602 -0.042 -0.07 0.10 0.07 0.297
C 1.421 1.760 -3.324 0.04 0.01 -0.03 -0.294
C -0.097 3.056 -1.935 -0.16 -0.05 0.16 -0.512
C -0.541 5.318 0.115 -0.13 -0.12 -0.19 -1.110
C 2.228 1.373 1.391 0.00 0.01 -0.05 -0.366
C 2.505 -1.444 1.839 -0.18 0.03 -0.16 -0.929
C 2.631 3.693 1.895 0.00 0.10 -0.02 -0.194
C 3.971 2.583 0.241 0.05 0.00 -0.03 -0.224
C -0.215 1.900 -1.131 0.31 0.29 -0.50 0.109
C 1.242 0.684 -2.494 0.13 -0.12 0.05 0.072
C 0.409 -0.056 3.142 0.03 0.04 -0.18 -0.942
C 3.259 1.414 0.452 -0.07 0.00 0.02 -0.150
C -1.661 -2.443 -0.501 0.35 0.31 0.08 0.552
C 0.743 2.948 -3.029 -0.04 -0.02 0.01 -0.098
Be -0.201 -0.134 -0.116 0.26 0.17 0.10 1.498
H 2.379 4.585 2.453 0.00 -0.01 0.01 0.220
H -0.788 4.622 0.917 0.00 0.00 0.00 0.250
H 2.063 1.676 -4.189 0.00 0.01 0.00 0.229
H 0.537 5.490 0.137 0.02 0.00 -0.04 0.236
H 3.151 -1.565 0.971 0.02 -0.02 0.02 0.243
H 1.988 -2.388 2.014 0.03 -0.02 -0.01 0.250
H 1.105 2.519 2.824 -0.02 0.01 -0.01 0.222
H -0.407 0.663 3.089 0.00 0.01 0.03 0.257
H 0.871 3.800 -3.687 0.01 -0.02 0.00 0.220
H 0.439 6.091 -2.919 -0.01 0.01 0.01 0.234
H -1.156 6.817 -2.741 -0.01 -0.01 0.01 0.244
H -0.011 -1.037 3.366 -0.01 0.00 0.00 0.254
H -3.481 5.254 -1.446 0.04 0.02 0.00 0.239
H 1.110 0.227 3.926 -0.01 -0.01 0.03 0.238
H 4.216 4.639 0.802 -0.01 0.00 0.00 0.219
H 1.736 -0.265 -2.666 -0.04 -0.01 -0.02 0.210
H 4.772 2.604 -0.487 -0.01 -0.01 0.00 0.219
H -0.915 5.510 -3.897 -0.01 0.01 0.00 0.237
H -3.247 3.606 -0.856 0.00 -0.03 0.03 0.255
H 3.501 0.529 -0.125 0.02 0.02 -0.02 0.202
H 3.107 -1.190 2.710 0.01 0.01 0.00 0.239
H -1.041 6.268 0.320 0.00 -0.01 -0.02 0.238
H -3.244 3.929 -2.589 0.04 0.01 -0.01 0.241
```
Forces are in eV/Å.

=====

3.
The following is a quantum chemistry calculation of 2 unconnected molecules or ions with the total composition C8H14F2N2O8P, from the Open Molecules 2025 dataset.

Its total charge is -1. The calculation puts the orbital gap at 6.283 eV. The max |F| comes out at 1.15 eV Å⁻¹. As for the HOMO energy: -4.038 eV. As for the energy above the lowest of the compared OMol25 structures with the same formula, charge and spin: 0.0 kcal per mole.

```
35
Properties=species:S:1:pos:R:3:forces:R:3:nbo_charge:R:1
P 1.316 0.997 -0.150 -0.52 -0.27 0.99 2.531
F 3.676 3.990 -2.433 0.16 0.03 0.14 -0.308
F 4.138 3.895 0.373 0.03 0.06 -0.10 -0.302
O 0.773 -0.389 -0.618 -0.16 0.14 -0.45 -0.831
O -1.346 1.152 2.441 -0.13 -0.08 -0.21 -0.807
O 1.480 1.163 1.275 0.60 0.45 0.35 -1.048
O 2.745 1.043 -0.977 0.18 -0.27 -0.63 -0.595
O -2.090 -0.142 4.127 0.00 -0.05 -0.01 -0.795
O 0.380 2.107 -0.798 0.31 0.20 -0.35 -0.975
O 4.721 1.790 0.713 -0.05 -0.15 0.30 -0.472
O 4.234 1.940 -3.028 -0.28 -0.03 -0.11 -0.493
N 3.222 2.354 -0.974 -0.38 0.02 0.27 -0.298
N -3.036 -3.864 -2.888 0.27 -0.03 0.09 -0.836
C -2.112 -2.388 -1.163 0.15 -0.66 0.10 -0.399
C 4.095 2.590 0.135 0.13 0.15 -0.10 0.961
C -1.568 0.888 3.647 -0.01 -0.04 0.07 0.767
C 3.768 2.673 -2.235 0.20 0.08 -0.18 0.947
C -1.848 -3.585 -2.059 -0.54 0.13 -0.11 -0.205
C -0.620 -0.590 -0.115 0.44 -0.70 0.08 -0.098
C -1.141 1.964 4.672 0.03 0.12 -0.08 -0.733
C -0.947 -2.075 -0.216 -0.39 0.46 0.12 -0.436
H 0.705 2.463 -1.631 -0.14 0.00 -0.09 0.499
H -1.682 -4.461 -1.439 0.27 -0.16 0.09 0.180
H -0.052 -2.630 -0.481 0.19 -0.01 -0.16 0.214
H -2.012 2.292 5.245 0.00 -0.06 0.04 0.193
H -0.693 2.826 4.179 0.00 -0.02 -0.03 0.195
H -0.960 -3.396 -2.663 0.22 -0.02 -0.04 0.160
H -1.225 -2.385 0.785 0.04 -0.22 0.16 0.234
H -1.273 0.007 -0.737 -0.10 0.21 -0.12 0.178
H -2.984 -2.641 -0.568 -0.30 0.20 0.01 0.213
H -2.373 -1.542 -1.795 0.04 0.26 -0.03 0.184
H -0.673 -0.244 0.916 -0.06 0.31 0.13 0.286
H -3.450 -2.990 -3.184 -0.03 0.09 -0.09 0.346
H -0.418 1.537 5.369 -0.05 -0.04 0.03 0.198
H -2.748 -4.349 -3.727 -0.13 -0.09 -0.09 0.347
```
Forces are in eV/Å.

=====

4.
The following is a quantum chemistry calculation of a molecular structure, C30H29F4MnN2OTe, from the Open Molecules 2025 dataset.

Its total charge is +3. Its expectation value of S² is 3.926. Its spin multiplicity is 4. The calculation puts the orbital gap (spin up / spin down) at 6.064 / 5.491 eV. The max |F| comes out at 0.80 eV Å⁻¹. As for the HOMO energy (spin up / spin down): -17.046 / -17.046 eV.

```
68
Properties=species:S:1:pos:R:3:forces:R:3:nbo_charge:R:1
Te 3.173 0.252 0.610 -0.31 0.17 0.40 0.921
Mn 0.558 0.097 -0.025 0.18 -0.16 0.76 1.084
F -3.578 -1.304 -2.179 -0.11 0.04 -0.05 -0.251
F 0.445 -4.704 -0.855 0.16 0.00 0.08 -0.243
F 0.744 -2.011 -0.355 -0.24 -0.03 -0.08 -0.306
F -3.814 -3.938 -2.665 -0.05 -0.01 -0.02 -0.239
O 0.227 -0.090 1.809 -0.37 -0.09 -0.25 -0.717
N 0.028 1.938 -0.292 0.08 -0.13 -0.19 -0.353
N -1.193 -0.334 -0.924 0.17 0.32 0.12 -0.495
C 0.874 0.417 4.010 -0.04 -0.11 0.09 -0.726
C 3.807 0.270 -2.372 0.13 0.17 0.01 -0.262
C -1.157 -1.051 3.468 0.18 0.12 0.02 -0.252
C 4.360 -3.445 2.418 -0.03 0.09 -0.01 -0.184
C 4.147 0.807 -1.129 0.07 -0.09 -0.33 -0.365
C -1.469 2.021 -0.434 0.21 0.16 0.07 -0.239
C 0.559 3.023 0.578 -0.21 -0.16 -0.18 -0.415
C 3.792 -2.638 -0.197 0.06 -0.05 0.07 -0.264
C 3.670 -1.753 0.871 0.08 -0.12 -0.11 -0.216
C -0.406 -2.539 -0.916 0.06 0.15 0.01 0.263
C 0.739 1.785 -1.563 0.01 -0.06 -0.12 -0.396
C 5.924 2.070 -2.118 0.01 0.00 0.00 -0.189
C -0.514 -3.866 -1.155 -0.44 -0.10 -0.24 0.391
C -1.432 -1.591 -1.238 -0.10 -0.28 -0.04 0.097
C 3.956 -2.137 2.178 -0.01 -0.13 0.04 -0.260
C 5.600 1.535 -3.356 0.02 0.02 0.01 -0.148
C -1.701 -4.356 -1.762 0.22 0.01 0.11 -0.187
C -2.136 -1.470 2.553 -0.10 -0.07 -0.02 -0.089
C 4.484 -4.337 1.363 0.01 -0.02 -0.01 -0.138
C 4.542 0.642 -3.486 -0.07 -0.06 -0.03 -0.172
C -3.335 -2.529 4.338 -0.06 -0.03 -0.01 -0.090
C -2.721 -3.487 -2.100 0.00 0.08 -0.01 0.337
C 4.205 -3.935 0.061 -0.02 0.03 -0.02 -0.185
C -3.222 -2.196 2.986 0.05 0.03 0.03 -0.213
C -1.292 -1.378 4.827 -0.13 -0.09 0.09 -0.092
C -2.611 -2.128 -1.855 0.27 0.02 0.12 0.424
C -0.033 -0.260 3.039 0.15 0.10 -0.07 0.690
C 5.198 1.709 -0.988 -0.01 0.01 -0.12 -0.153
C -2.375 -2.125 5.256 0.09 0.07 -0.06 -0.200
C -2.052 0.825 -1.185 0.06 -0.25 0.01 -0.278
H 4.297 0.232 -4.457 0.01 0.00 0.00 0.245
H 1.632 0.995 3.489 0.00 0.02 0.00 0.240
H 4.602 -3.754 3.426 0.00 -0.01 0.01 0.250
H -1.799 -5.416 -1.966 0.01 -0.01 0.01 0.298
H 1.089 0.702 -1.700 0.04 0.14 -0.12 0.195
H -1.857 2.078 0.582 -0.03 -0.05 -0.02 0.239
H 1.358 -0.329 4.644 0.03 0.02 0.00 0.280
H 4.819 -5.348 1.552 0.00 -0.01 0.00 0.250
H -4.188 -3.101 4.677 0.00 0.00 -0.01 0.254
H -0.555 -1.065 5.553 0.02 0.02 -0.01 0.235
H 0.085 2.935 1.552 0.04 0.06 0.03 0.237
H -1.704 2.960 -0.940 -0.09 -0.02 0.03 0.254
H -2.104 0.998 -2.263 0.00 0.02 0.00 0.247
H -2.475 -2.385 6.300 0.00 0.00 0.01 0.259
H 6.176 1.812 -4.228 0.00 0.01 0.00 0.255
H -3.995 -2.500 2.294 0.00 0.00 -0.01 0.238
H -2.053 -1.186 1.513 0.04 0.01 -0.06 0.176
H 1.664 2.356 -1.603 -0.08 0.05 -0.02 0.284
H -3.073 0.653 -0.842 -0.02 0.04 -0.04 0.268
H 1.636 2.908 0.670 0.01 0.07 0.03 0.223
H 2.986 -0.432 -2.480 0.03 -0.06 0.00 0.198
H 4.326 -4.631 -0.758 0.00 -0.01 0.00 0.246
H 6.747 2.765 -2.028 0.00 0.00 0.02 0.255
H 0.115 1.942 -2.441 0.00 0.12 0.04 0.272
H 5.464 2.127 -0.025 0.00 -0.03 0.02 0.232
H 3.902 -1.435 3.001 0.00 0.02 -0.01 0.228
H 3.608 -2.327 -1.216 0.00 0.03 -0.01 0.221
H 0.299 1.065 4.675 0.02 0.01 0.00 0.284
H 0.322 3.988 0.131 0.03 0.04 0.06 0.249
```
Forces are in eV/Å.